[1]
Molecular formula: C20H19Cl3CuNOSSeSi
Method: DFT, ωB97M-V with the def2-TZVPD basis set

Positions of all 48 atoms, in Å:
Cu -0.486 0.176 -2.362
Cl 0.408 -5.442 -7.078
C 0.361 -3.956 -6.152
C -0.626 -3.776 -5.203
C -0.662 -2.602 -4.470
Cl -1.952 -2.432 -3.315
C 0.275 -1.548 -4.634
O 0.289 -0.447 -3.983
C 1.249 -1.814 -5.634
Cl 2.448 -0.582 -5.926
C 1.309 -2.973 -6.379
H -1.370 -4.541 -5.029
H 2.083 -3.106 -7.121
C -3.091 2.827 1.890
Si -1.390 2.315 2.497
C -1.457 0.588 3.211
C -0.904 3.487 3.899
C -0.115 2.538 1.123
C 0.933 3.445 1.263
C 1.833 3.673 0.231
C 1.636 2.974 -0.952
N 0.666 2.086 -1.130
C -0.178 1.854 -0.105
S -1.394 0.620 -0.418
H -3.820 2.765 2.703
H -3.424 2.184 1.073
H -3.074 3.857 1.523
H -2.223 0.541 3.992
H -0.501 0.318 3.660
H -1.688 -0.159 2.450
H -1.644 3.420 4.701
H -0.862 4.529 3.572
H 0.069 3.225 4.325
H 1.043 4.004 2.187
H 2.645 4.381 0.330
H 2.296 3.124 -1.802
Se 1.249 -1.425 -0.876
C 1.038 -1.819 0.959
C 1.719 -1.074 1.925
C 1.623 -1.398 3.271
C 0.831 -2.464 3.675
C 0.141 -3.209 2.725
C 0.246 -2.891 1.380
H 2.331 -0.240 1.602
H 2.160 -0.810 4.006
H 0.749 -2.713 4.727
H -0.480 -4.042 3.034
H -0.287 -3.468 0.635

Properties
HOMO-LUMO gap (alpha / beta): 7.24 / 6.01 eV
total charge: -1
HOMO energy (alpha / beta): -4.58 / -4.70 eV
2S+1: 2
ΔE to the lowest compared entry with this formula, charge and spin: 0.524 eV

=====

[2]
Molecular formula: C24H36BCl3GeIrN10O2Se2
Method: DFT, ωB97M-V with the def2-TZVPD basis set

Positions of all 80 atoms, in Å:
Ir 1.383 1.131 -0.334
C 1.876 -2.417 0.399
C 0.907 -2.115 -0.693
C 0.119 -2.981 -1.455
C -0.571 -2.174 -2.336
N -0.238 -0.896 -2.112
N 0.692 -0.860 -1.087
B -0.629 0.368 -2.971
N 0.669 1.043 -3.417
C 0.897 1.848 -4.473
C 2.145 2.405 -4.354
C 2.657 1.905 -3.151
C 3.972 2.151 -2.492
N 1.768 1.083 -2.590
N -1.346 1.418 -1.947
C -2.642 1.390 -1.384
C -2.910 2.301 -0.200
C -0.722 2.683 -0.396
C -1.931 4.161 0.790
N -0.253 2.305 -1.470
N -1.625 0.007 -4.026
C -1.471 -0.232 -5.357
C -2.626 -0.791 -5.821
C -3.485 -0.857 -4.697
C -4.864 -1.417 -4.628
N -2.867 -0.385 -3.627
H 2.008 -3.490 0.511
H 1.522 -1.990 1.341
H 2.840 -1.959 0.168
H 0.076 -4.054 -1.385
H -1.274 -2.443 -3.106
H 0.157 1.994 -5.242
H 2.625 3.082 -5.038
H 4.781 1.701 -3.066
H 3.967 1.714 -1.490
H 4.173 3.219 -2.419
H -3.336 0.717 -1.872
H -3.964 2.550 -0.133
H -2.338 2.625 1.494
H -2.048 5.148 1.185
H -1.480 1.704 0.722
H -0.544 -0.025 -5.864
H -2.861 -1.081 -6.830
H -5.367 -1.328 -5.588
H -5.449 -0.918 -3.857
H -4.820 -2.479 -4.379
O 4.529 -2.673 4.708
C 4.179 -1.478 5.375
C 3.166 -0.746 4.480
C 1.910 -1.633 4.395
O 0.938 -1.058 3.529
C 3.817 -0.563 3.093
Se 2.914 0.832 2.018
C 2.846 0.629 5.067
Se 1.736 1.722 3.836
H 5.181 -3.157 5.225
H 5.054 -0.838 5.531
H 3.719 -1.685 6.348
H 1.496 -1.753 5.400
H 2.217 -2.613 4.021
H 0.102 -1.515 3.670
H 3.804 -1.496 2.534
H 4.844 -0.218 3.191
H 3.751 1.211 5.246
H 2.277 0.563 5.995
C -2.609 -2.182 1.766
N -2.758 -0.736 1.522
C -4.113 -0.204 1.690
C -1.676 -0.055 1.341
N -0.568 0.343 1.256
H -3.346 -2.711 1.164
H -2.791 -2.401 2.820
H -1.613 -2.513 1.483
H -4.768 -0.607 0.918
H -4.106 0.878 1.636
H -4.490 -0.495 2.670
Cl -1.728 2.783 0.531
Ge -0.440 2.561 2.157
Cl -2.459 2.490 3.362
Cl 1.413 3.555 0.700

Properties
HOMO-LUMO gap (alpha / beta): 6.64 / 4.72 eV
total charge: +2
HOMO energy (alpha / beta): -12.97 / -13.37 eV
2S+1: 6

=====

[3]
Molecular formula: H10O4S
Method: DFT, ωB97M-V with the def2-TZVPD basis set

Positions of all 15 atoms, in Å:
S 1.041 1.729 -3.031
H 1.127 2.892 -2.419
H 2.071 1.938 -3.850
H 0.133 -1.718 3.483
H -0.175 -0.261 3.097
O 0.198 -0.808 3.789
H 0.388 -0.572 -2.032
H 0.476 -0.316 -0.555
O 0.137 -0.964 -1.185
H -0.367 -3.203 1.193
H -1.059 -1.972 0.693
O -1.158 -2.668 1.355
H -1.168 1.609 0.498
H -1.077 2.345 -0.880
O -0.567 1.968 -0.158

Properties
HOMO-LUMO gap: 10.56 eV
SMILES string: O.O.O.O.S
total charge: 0
HOMO energy: -10.33 eV
ΔE to the lowest compared entry with this formula, charge and spin: 0.720 eV

=====

[4]
Molecular formula: C29H48NO8P2Pt
Method: DFT, ωB97M-V with the def2-TZVPD basis set

Positions of all 89 atoms, in Å:
Pt -0.544 0.076 0.178
C -2.714 2.516 -0.029
C -2.707 2.964 1.413
C -3.965 3.709 1.795
O -2.642 1.797 2.326
P -1.265 1.232 2.809
O -0.195 1.501 1.771
C -1.501 -0.508 3.189
P -0.074 -1.562 2.859
O 0.654 -1.187 1.589
O -0.739 -2.967 2.859
C -0.136 -4.284 2.630
C 0.658 -4.697 3.846
C 0.665 -4.307 1.346
O 0.950 -1.445 4.029
C 0.666 -1.174 5.441
C 2.014 -0.951 6.084
C -0.122 -2.302 6.070
O -0.943 1.791 4.232
C -0.701 3.192 4.611
C -0.439 3.161 6.098
C 0.439 3.791 3.819
H -2.715 3.395 -0.675
H -3.581 1.905 -0.256
H -1.821 1.927 -0.315
H -1.825 3.579 1.609
H -4.851 3.137 1.524
H -3.996 4.663 1.269
H -3.991 3.905 2.866
H -2.286 -0.895 2.537
H -1.813 -0.596 4.229
H -1.018 -4.918 2.526
H 1.515 -4.042 4.007
H 1.029 -5.710 3.692
H 0.036 -4.697 4.741
H 1.550 -3.675 1.407
H 0.057 -3.989 0.502
H 0.985 -5.333 1.159
H 0.091 -0.245 5.462
H 2.622 -1.852 6.006
H 1.882 -0.716 7.140
H 2.543 -0.130 5.606
H 0.517 -3.165 6.266
H -0.958 -2.631 5.451
H -0.527 -1.957 7.021
H -1.636 3.721 4.407
H 0.503 2.653 6.306
H -1.244 2.653 6.627
H -0.369 4.179 6.479
H 1.376 3.284 4.050
H 0.536 4.841 4.097
H 0.281 3.739 2.744
C -7.706 -4.321 1.786
C -6.576 -3.473 1.277
C -5.481 -4.041 0.640
C -4.442 -3.262 0.147
C -3.269 -3.915 -0.533
C -4.514 -1.876 0.284
C -5.610 -1.277 0.907
C -5.695 0.218 1.062
C -6.617 -2.090 1.407
C -3.407 -1.020 -0.243
O -3.531 -0.275 -1.194
O -2.305 -1.105 0.470
H -7.435 -5.375 1.803
H -8.588 -4.215 1.154
H -7.994 -4.028 2.796
H -5.439 -5.116 0.516
H -3.475 -4.962 -0.748
H -2.386 -3.868 0.105
H -3.036 -3.425 -1.483
H -4.953 0.581 1.778
H -6.679 0.511 1.425
H -5.516 0.722 0.113
H -7.468 -1.629 1.895
N -0.187 -1.357 -1.348
C -0.050 -0.966 -2.748
C -1.002 -0.155 -3.338
C -0.836 0.203 -4.669
C 0.270 -0.231 -5.387
C 1.217 -1.039 -4.777
C 1.055 -1.416 -3.451
H 0.671 -1.823 -1.058
H -0.954 -2.015 -1.210
H -1.869 0.169 -2.777
H -1.578 0.830 -5.143
H 0.393 0.060 -6.421
H 2.082 -1.380 -5.329
H 1.792 -2.048 -2.971

Properties
HOMO-LUMO gap (alpha / beta): 8.73 / 6.89 eV
total charge: +1
HOMO energy (alpha / beta): -10.65 / -10.72 eV
2S+1: 3

=====

| no. | maximum force (eV Å⁻¹) |
| --- | --- |
| 1 | 0.78 |
| 2 | 14.03 |
| 3 | 0.74 |
| 4 | 0.82 |